Entry 1:
The following is a DFT calculation (the ωB97M-V functional and the def2-TZVPD basis) of 3 unconnected molecules or ions with the total composition C20H37NO4.

Last column: Löwdin charge in e.
Element x y z (Å)
C1 -6.02910 0.30408 2.34176  -0.093
C2 -6.97020 0.25196 1.01158  -0.223
N1 -6.05280 0.47401 -0.16420  0.032
C3 -5.80219 -0.82739 -0.78934  -0.434
O1 -5.91466 -0.90094 -2.04431  0.044
O2 -5.40182 -1.91050 0.03363  -0.052
C4 -4.31417 -2.66888 -0.55088  -0.175
C5 -2.84867 -2.01850 -0.24852  -0.113
C6 -2.53978 -0.92133 -1.38725  -0.133
C7 -2.49048 -1.45670 -2.85650  -0.021
C8 -2.24480 -0.45899 -4.02583  -0.074
C9 -2.05110 1.04596 -3.66643  -0.083
C10 -2.09622 1.56410 -2.19206  -0.030
C11 -2.35048 0.56390 -0.99903  -0.177
C12 -2.42659 1.17247 0.47458  -0.090
H1 -6.53314 1.00543 3.09535  0.069
H2 -4.97280 0.67282 2.11231  0.055
H3 -5.95152 -0.73680 2.80943  0.073
H4 -7.74174 1.10280 0.98869  0.120
H5 -7.53826 -0.74816 0.92361  0.124
H6 -6.42759 1.15389 -0.83688  0.129
H7 -4.29963 -3.68442 0.00605  0.135
H8 -4.44744 -2.92642 -1.65548  0.120
H9 -2.09519 -2.89520 -0.27962  0.125
H10 -2.88502 -1.58692 0.80568  0.101
H11 -2.65377 -2.56223 -3.09131  0.100
H12 -2.23080 -0.83013 -5.10839  0.090
H13 -1.89093 1.77349 -4.54211  0.088
H14 -1.93929 2.68431 -2.02365  0.097
H15 -3.26122 1.97490 0.44743  0.085
H16 -1.43495 1.67140 0.79372  0.088
H17 -2.76157 0.42011 1.27514  0.058
C13 1.30455 -0.21647 -2.65153  -0.068
C14 1.23220 0.61320 -1.38321  -0.276
O3 2.39171 0.50306 -0.56581  -0.170
C15 3.61729 0.92972 -1.14460  -0.279
C16 3.62443 2.39714 -1.53548  -0.080
H18 1.53464 -1.25946 -2.41759  0.086
H19 0.35478 -0.17585 -3.18822  0.043
H20 2.08489 0.14660 -3.32552  0.069
H21 0.39389 0.25663 -0.77882  0.100
H22 1.02542 1.66513 -1.60974  0.105
H23 3.87712 0.29258 -1.99670  0.108
H24 4.39028 0.76544 -0.38836  0.104
H25 2.91652 2.60217 -2.34262  0.066
H26 4.61782 2.69584 -1.87945  0.077
H27 3.34131 3.02435 -0.68536  0.082
C17 4.30049 -0.67837 2.76745  -0.075
C18 5.17880 0.55590 2.86254  -0.281
O4 6.10890 0.50831 3.93627  -0.163
C19 7.05952 -0.54645 3.90241  -0.282
C20 7.96222 -0.51100 2.68166  -0.084
H28 3.80400 -0.87320 3.72173  0.083
H29 3.54015 -0.54792 1.99334  0.068
H30 4.88354 -1.56768 2.51567  0.068
H31 4.54159 1.42595 3.04414  0.120
H32 5.69913 0.74490 1.91687  0.098
H33 6.55595 -1.51485 3.99270  0.106
H34 7.67637 -0.43396 4.79814  0.118
H35 7.40152 -0.69108 1.76081  0.065
H36 8.73578 -1.27928 2.75647  0.076
H37 8.44314 0.46654 2.58561  0.082

- SMILES string: CCNC(=O)OCCc1ccccc1C.CCOCC.CCOCC
- Electronic energy: -31014.2383 eV


Entry 2:
The following is a DFT calculation (the ωB97M-V functional and the def2-TZVPD basis) of a molecular structure, C20H38Ag2Co2N2O8.

Last column: Löwdin charge in e.
Element x y z (Å)
Co1 33.47463 -25.79230 27.48366  0.945
Co2 33.19950 -21.70646 27.14427  1.082
Ag1 32.50693 -23.84045 30.20227  0.849
Ag2 35.05887 -23.95360 24.89458  0.834
C1 34.52324 -23.51739 28.44205  -0.847
O1 34.43368 -24.58807 29.07905  -0.174
O2 34.07630 -22.41615 28.88655  -0.097
O3 33.91321 -23.76413 27.34551  -0.334
C2 33.80961 -21.50745 24.68626  -0.962
O4 34.68723 -21.68097 25.57180  -0.166
O5 33.87944 -22.08270 23.57361  -0.025
O6 32.65132 -21.31994 25.11454  -0.030
C3 37.79623 -23.45342 26.56257  -0.011
C4 38.50868 -23.81259 25.26623  -0.457
C5 38.69420 -25.32744 25.13736  -0.118
C6 38.79459 -26.03296 23.78464  -0.155
C7 37.78229 -25.48921 22.79120  -0.115
C8 37.65929 -23.94891 22.84492  -0.460
N1 37.57877 -23.41275 24.17806  0.034
O7 37.31772 -22.01948 24.19769  0.086
C9 38.91359 -23.30825 22.16153  0.027
C10 36.43963 -23.47090 22.00061  -0.003
C11 39.85469 -23.04469 25.25923  0.026
H1 38.16832 -22.54954 27.04534  0.111
H2 37.93970 -24.25430 27.29324  0.106
H3 36.70655 -23.35490 26.55043  0.044
H4 39.68785 -25.47898 25.56463  0.133
H5 37.97047 -25.88072 25.74334  0.121
H6 38.73671 -27.11847 23.75358  0.134
H7 39.77886 -25.70763 23.43656  0.115
H8 36.81181 -25.87204 23.13397  0.118
H9 38.00994 -25.89122 21.80570  0.145
H10 38.74424 -23.28385 21.08339  0.110
H11 38.95210 -22.24517 22.40397  0.102
H12 39.89946 -23.73965 22.32235  0.092
H13 35.53893 -23.86868 22.48961  0.057
H14 36.34131 -22.39242 21.90083  0.103
H15 36.42572 -23.91588 21.00657  0.112
H16 40.60336 -23.23992 24.49466  0.097
H17 40.36662 -23.32250 26.18163  0.113
H18 39.47567 -22.02306 25.26235  0.098
H19 36.41803 -21.95319 24.52466  0.065
C12 35.31274 -24.23584 32.22575  -0.026
C13 34.22687 -24.01784 33.28708  -0.521
C14 34.39114 -22.53472 33.71151  -0.128
C15 33.31576 -21.92949 34.66008  -0.135
C16 31.95554 -22.25412 33.98369  -0.148
C17 31.72478 -23.74791 33.60970  -0.489
N2 32.86903 -24.19239 32.80725  -0.136
O8 32.66602 -25.42352 32.13554  -0.066
C18 31.35543 -24.48676 34.91441  -0.008
C19 30.49404 -23.57334 32.63884  -0.027
C20 34.47582 -24.88353 34.48850  -0.021
H20 35.10920 -25.13240 31.64066  0.072
H21 36.28056 -24.15077 32.71318  0.098
H22 35.28679 -23.44846 31.46718  0.065
H23 35.37215 -22.29356 34.12705  0.128
H24 34.36663 -21.84374 32.86327  0.115
H25 33.36310 -20.84180 34.68816  0.116
H26 33.34530 -22.31694 35.67738  0.107
H27 31.65188 -21.60267 33.16564  0.111
H28 31.21509 -22.07793 34.76783  0.120
H29 30.36949 -24.12155 35.19932  0.094
H30 31.18523 -25.53847 34.66703  0.089
H31 32.05875 -24.41844 35.73871  0.079
H32 30.82379 -22.94079 31.81124  0.048
H33 30.38594 -24.58743 32.24783  0.075
H34 29.69350 -23.12896 33.22236  0.102
H35 33.88810 -25.80533 34.53390  0.090
H36 34.18564 -24.53532 35.48445  0.084
H37 35.54831 -24.98692 34.65660  0.100
H38 32.92103 -26.11070 32.77215  0.107

- ⟨S²⟩: 20.0185
- Net charge: +2
- Spin multiplicity: 9
- Electronic energy: -123943.8370 eV


Entry 3:
The following is a DFT calculation (the ωB97M-V functional and the def2-TZVPD basis) of a molecular structure, C20H38HgO38PS8.

Last column: Löwdin charge in e.
Element x y z (Å)
Hg1 0.77388 -2.56804 -0.25709  1.293
P1 -0.07040 -0.28187 0.40962  -0.007
O1 1.20490 -0.85929 1.18837  -0.456
O2 -0.54402 1.07965 0.78139  -0.320
O3 -1.07241 -1.51861 0.48408  -0.460
O4 0.35007 -0.40274 -1.10317  -0.465
C1 5.47727 -0.50976 1.27503  -0.164
C2 4.35205 -1.45864 1.71844  -0.152
O5 5.00263 -2.24908 2.72724  -0.189
S1 6.53184 -2.48226 2.36162  0.580
O6 6.73187 -3.72650 1.72473  -0.219
O7 7.29905 -2.14114 3.49723  -0.215
O8 6.61201 -1.35228 1.24102  -0.166
H1 5.54468 0.31557 1.98883  0.136
H2 5.23675 -0.08152 0.30580  0.107
H3 4.05743 -2.06934 0.86429  0.123
H4 3.54279 -0.92675 2.20468  0.108
C3 -1.82584 -4.01773 2.28207  -0.156
C4 -1.11836 -5.30434 1.86597  -0.189
O9 -1.92686 -5.87621 0.86307  -0.174
S2 -3.43742 -5.32265 0.96351  0.597
O10 -4.30035 -6.38450 1.27545  -0.196
O11 -3.66651 -4.49233 -0.16190  -0.207
O12 -3.20503 -4.45341 2.26808  -0.193
H5 -1.63886 -3.18378 1.60339  0.079
H6 -1.62511 -3.77937 3.32010  0.121
H7 -0.85016 -5.95175 2.70454  0.133
H8 -0.12249 -5.06901 1.46832  0.110
C5 2.45419 2.10089 1.27981  -0.170
C6 1.73387 1.98720 2.63018  -0.143
O13 2.12365 3.21358 3.28761  -0.190
S3 3.61093 3.60479 2.93291  0.567
O14 4.52686 3.11084 3.89097  -0.216
O15 3.63593 4.97370 2.58455  -0.215
O16 3.70009 2.69890 1.62967  -0.190
H9 1.82730 2.66801 0.58451  0.124
H10 2.64405 1.14645 0.79609  0.095
H11 2.14942 1.13641 3.17315  0.129
H12 0.65485 1.99289 2.58415  0.095
C7 -1.69972 0.33716 3.49695  -0.164
C8 -0.66733 -0.63136 4.04781  -0.134
O17 -1.42885 -1.69928 4.63878  -0.201
S4 -2.95222 -1.32102 4.88272  0.567
O18 -3.27868 -1.27433 6.25323  -0.210
O19 -3.74742 -2.13209 4.04380  -0.208
O20 -2.86725 0.15176 4.31935  -0.179
H13 -1.99384 0.05266 2.48824  0.093
H14 -1.35121 1.36324 3.50905  0.111
H15 -0.01772 -0.22048 4.81865  0.135
H16 -0.10352 -1.07876 3.22973  0.103
C9 3.49605 1.90810 -2.86711  -0.158
C10 3.12387 0.56407 -2.29721  -0.149
O21 4.38559 -0.11000 -2.05224  -0.205
S5 5.58786 0.60936 -2.81558  0.574
O22 6.17409 -0.25362 -3.76319  -0.207
O23 6.39630 1.24442 -1.83990  -0.218
O24 4.69515 1.65193 -3.60035  -0.168
H17 3.70850 2.61703 -2.05443  0.135
H18 2.77092 2.40719 -3.50034  0.111
H19 2.54355 -0.05678 -2.98414  0.126
H20 2.58354 0.51370 -1.35341  0.093
C11 -0.40418 2.22431 -2.27466  -0.144
C12 -0.03904 3.66881 -2.58626  -0.130
O25 0.19172 3.70713 -4.01215  -0.181
S6 -0.23354 2.33222 -4.69163  0.569
O26 0.93428 1.53153 -4.84933  -0.234
O27 -1.07368 2.54014 -5.80964  -0.205
O28 -1.11844 1.83504 -3.48904  -0.183
H21 -1.12411 2.02967 -1.48894  0.106
H22 0.46143 1.58069 -2.13239  0.089
H23 0.85664 4.02400 -2.07889  0.131
H24 -0.84848 4.35246 -2.32620  0.127
C13 -4.20237 -1.36596 0.50012  -0.152
C14 -3.69224 -1.22765 -0.92986  -0.181
O29 -4.81872 -0.73758 -1.67053  -0.180
S7 -6.11639 -1.47234 -1.13506  0.568
O30 -6.24566 -2.73218 -1.76704  -0.218
O31 -7.21652 -0.59293 -1.14055  -0.217
O32 -5.60134 -1.64437 0.35760  -0.170
H25 -4.04978 -0.45911 1.08799  0.130
H26 -3.71517 -2.18180 1.01914  0.092
H27 -3.39507 -2.21563 -1.28795  0.101
H28 -2.84618 -0.56416 -1.06245  0.109
C15 -1.93620 3.68656 0.68025  -0.187
C16 -2.54146 3.83426 2.06494  -0.136
O33 -3.76368 4.52847 1.74592  -0.183
S8 -3.46533 5.65358 0.67084  0.583
O34 -3.06425 6.85559 1.30320  -0.218
O35 -4.51357 5.65978 -0.27230  -0.208
O36 -2.15126 4.96065 0.05690  -0.197
H29 -2.50335 2.90965 0.16474  0.127
H30 -0.87769 3.45370 0.66626  0.109
H31 -1.94832 4.48540 2.71006  0.139
H32 -2.73585 2.87080 2.52036  0.121
O37 0.52287 -3.10879 -2.41378  -0.029
C17 0.04480 -2.48108 -3.35360  -0.457
O38 0.74250 -2.35740 -4.46146  0.079
C18 -0.01138 -1.62958 -5.46854  -0.100
C19 -1.43173 -1.50296 -4.92884  -0.110
C20 -1.26899 -1.75630 -3.42525  -0.052
H33 0.03573 -2.17572 -6.40713  0.129
H34 0.49234 -0.67392 -5.59734  0.103
H35 -2.08438 -2.25055 -5.37517  0.120
H36 -1.86973 -0.51975 -5.08931  0.113
H37 -2.03762 -2.41813 -3.03889  0.129
H38 -1.06885 -0.86538 -2.82287  0.107

- ΔE to the lowest compared entry with this formula, charge and spin: 0.0 kcal/mol
- Net charge: -1


Computed values of F_max (unit: eV/A) for the preceding records, in sequence: 4.4, 8.0, 2.7.